## A
{
  "formula": "C4H9N2OS",
  "method": "the ωB97M-V functional and the def2-TZVPD basis",
  "orbital_gap_ev": 10.1,
  "e_homo_ev": -13.4274,
  "total_charge": 1,
  "lumo_energy_ev": -3.34,
  "smiles": "C[N+]1=C(O)[C@@H](N)SC1",
  "species": ["C", "C", "C", "C", "N", "N", "O", "S", "H", "H", "H", "H", "H", "H", "H", "H", "H"],
  "xyz": [[-0.1817, 0.6812, -0.0448], [-0.0281, -1.6278, -0.3496], [1.4800, 0.5074, -0.4125], [-2.3164, -0.6801, 0.2091], [-0.8268, -0.4623, -0.0339], [2.1367, 1.5091, 0.2370], [-0.6339, 1.8356, 0.1813], [1.7341, -1.2206, 0.0474], [-0.3057, -2.4656, 0.3685], [-0.0547, -1.9743, -1.3245], [1.4748, 0.5945, -1.5445], [-2.6970, -1.5621, -0.2069], [-2.2854, -0.7284, 1.4391], [-2.8441, 0.2609, -0.1436], [0.2287, 2.4926, 0.3689], [3.0702, 1.4920, -0.0499], [2.0493, 1.3480, 1.2589]],
  "lowdin_charge": [-0.30, -0.37, -0.60, 0.06, -0.12, 0.03, 0.17, 0.96, 0.13, 0.07, 0.15, 0.07, 0.17, 0.12, 0.24, 0.09, 0.13]
}

## B
{
  "formula": "C4H9N2OS",
  "method": "the ωB97M-V functional and the def2-TZVPD basis",
  "orbital_gap_ev": 9.0,
  "e_homo_ev": -12.9880,
  "total_charge": 1,
  "lumo_energy_ev": -4.00,
  "species": ["C", "C", "C", "C", "N", "N", "O", "S", "H", "H", "H", "H", "H", "H", "H", "H", "H"],
  "xyz": [[0.9382, -0.6883, -0.9858], [0.2534, 0.6197, -0.5911], [-0.4195, 0.0834, 0.6945], [-0.1788, 0.6773, 2.0468], [0.7724, -1.2495, 0.2353], [-0.5292, 1.0939, -1.8253], [1.3117, -1.1605, -2.0206], [0.8507, -2.7821, 0.7951], [0.9456, 1.4322, -0.3111], [-1.4258, -0.2813, 0.5494], [-0.3837, -0.1755, 2.8058], [-0.8489, 1.5409, 2.3184], [0.9015, 1.0335, 2.2916], [-1.3098, 0.3317, -1.8394], [0.1846, 0.9562, -2.5291], [-0.9059, 1.9413, -1.5884], [-0.1563, -3.3728, -0.0460]],
  "lowdin_charge": [-0.55, -0.17, -0.14, -0.08, -0.43, 0.27, 0.14, 0.84, 0.17, 0.13, 0.12, 0.10, 0.12, 0.23, 0.17, 0.13, -0.06]
}

## C
{
  "formula": "C4H9N2OS",
  "method": "the ωB97M-V functional and the def2-TZVPD basis",
  "orbital_gap_ev": 9.8,
  "e_homo_ev": -13.9558,
  "total_charge": 1,
  "lumo_energy_ev": -4.13,
  "smiles": "COC1=S(#[NH+])CN1C",
  "species": ["C", "C", "C", "C", "N", "N", "O", "S", "H", "H", "H", "H", "H", "H", "H", "H", "H"],
  "xyz": [[-0.0568, 0.4348, -0.1452], [-1.2515, -1.4429, -0.2745], [1.2872, -1.6256, 0.0318], [0.6267, 2.6676, 0.1973], [0.0611, -0.8615, -0.1052], [-3.3436, 0.7671, 0.1397], [0.9138, 1.3340, -0.0988], [-2.1425, 0.2499, -0.6221], [-1.0981, -2.0985, -1.1155], [-1.5771, -1.8304, 0.6530], [0.9933, -2.5882, -0.4120], [1.9820, -1.2156, -0.7067], [1.7214, -1.4745, 1.0681], [1.4517, 3.3494, -0.2400], [0.4368, 2.8180, 1.2349], [-0.3174, 2.9247, -0.3499], [-3.5458, 0.5422, 1.0752]],
  "lowdin_charge": [-0.23, -0.20, 0.03, -0.04, -0.21, -0.31, -0.02, 1.05, 0.11, 0.10, 0.11, 0.11, 0.14, 0.15, 0.09, 0.11, 0.00]
}

Short version: A is the most stable of them.

## A
{
  "formula": "C4H6OS",
  "method": "the ωB97M-V functional and the def2-TZVPD basis",
  "orbital_gap_ev": 9.5,
  "e_homo_ev": -8.4963,
  "lumo_energy_ev": 0.96,
  "smiles": "C1SC[C@H]2O[C@@H]12",
  "species": ["C", "C", "C", "C", "H", "H", "H", "H", "H", "H", "O", "S"],
  "xyz": [[0.3433, 1.3082, 0.2595], [0.3112, -1.2877, 0.2460], [-1.0827, -0.7391, 0.3479], [-1.1273, 0.7486, 0.2892], [0.4169, 2.0835, -0.4987], [0.5731, 1.7667, 1.2352], [0.6364, -1.6385, 1.2059], [0.4427, -2.1250, -0.4147], [-1.8181, -1.4492, 0.7216], [-1.8998, 1.3487, 0.7556], [-1.4620, -0.0103, -0.8189], [1.4174, -0.0052, -0.2069]],
  "lowdin_charge": [-0.44, -0.46, -0.27, -0.28, 0.07, 0.08, 0.07, 0.08, 0.15, 0.14, -0.02, 0.89]
}

## B
{
  "formula": "C4H6OS",
  "method": "the ωB97M-V functional and the def2-TZVPD basis",
  "orbital_gap_ev": 9.9,
  "e_homo_ev": -9.1440,
  "lumo_energy_ev": 0.75,
  "species": ["C", "C", "C", "C", "O", "S", "H", "H", "H", "H", "H", "H"],
  "xyz": [[0.3171, -0.1207, 0.0351], [1.3695, -0.1087, 0.5804], [-2.6441, 0.5296, -0.5747], [2.7635, -0.1083, 0.8872], [-1.3639, -1.7809, -0.8692], [-1.0943, -0.3866, -1.1541], [-3.0713, 0.3132, 0.4881], [-3.3060, 0.1764, -1.4384], [-2.3491, 1.5508, -0.5754], [3.0093, 0.8841, 1.4462], [3.3040, 0.0666, -0.1134], [3.0653, -1.0155, 1.2883]],
  "lowdin_charge": [-0.17, -0.20, -0.25, -0.11, -0.55, 0.84, 0.09, 0.06, 0.01, 0.12, 0.11, 0.05]
}

## C
{
  "formula": "C4H6OS",
  "method": "the ωB97M-V functional and the def2-TZVPD basis",
  "orbital_gap_ev": [7.0, 7.2],
  "e_homo_ev": [-7.8145, -7.9838],
  "lumo_energy_ev": [-0.83, -0.75],
  "species": ["C", "C", "C", "C", "O", "S", "H", "H", "H", "H", "H", "H"],
  "xyz": [[2.0549, -1.1250, 0.1788], [-0.3872, 1.5158, -0.0946], [1.1493, -0.4584, -0.5861], [0.0252, 0.2795, -0.3058], [-1.6412, -0.9193, -0.1120], [-2.9317, -0.1352, 0.0897], [2.8336, -1.7503, -0.2912], [1.9735, -0.9529, 1.2572], [-1.3559, 2.0142, -0.1361], [0.3452, 2.4153, -0.0090], [1.0402, -0.7442, -1.5921], [-3.1058, -0.1394, 1.6013]],
  "lowdin_charge": [0.08, -0.02, -0.19, -0.14, -0.71, 0.67, 0.07, 0.07, 0.02, 0.11, 0.10, -0.06]
}

Short version: A is the most stable of them.

## A
{
  "formula": "C4H6OS",
  "method": "the ωB97M-V functional and the def2-TZVPD basis",
  "orbital_gap_ev": 8.7,
  "e_homo_ev": -7.8290,
  "lumo_energy_ev": 0.90,
  "smiles": "C[C@H]1OC=CS1",
  "species": ["C", "C", "C", "C", "H", "H", "H", "H", "H", "H", "O", "S"],
  "xyz": [[0.8193, 0.6267, 1.2491], [0.4206, 0.8066, -0.1713], [-0.3283, -1.2666, -1.0609], [-1.5399, -0.7385, -0.7370], [0.3084, -0.2007, 1.7895], [0.6241, 1.5583, 1.7594], [1.9025, 0.4354, 1.2577], [0.9960, 1.6466, -0.6021], [-0.0667, -2.2506, -1.4096], [-2.4901, -1.1705, -0.7150], [0.7504, -0.4393, -0.9537], [-1.3964, 0.9925, -0.4060]],
  "lowdin_charge": [-0.12, -0.57, -0.23, -0.39, 0.10, 0.07, 0.09, 0.12, 0.12, 0.04, -0.13, 0.90]
}

## B
{
  "formula": "C4H6OS",
  "method": "the ωB97M-V functional and the def2-TZVPD basis",
  "orbital_gap_ev": 9.8,
  "e_homo_ev": -8.9888,
  "lumo_energy_ev": 0.81,
  "smiles": "C/C=C/SC=O",
  "species": ["C", "C", "C", "C", "O", "S", "H", "H", "H", "H", "H", "H"],
  "xyz": [[-0.6911, -0.0056, -2.4362], [0.2124, 0.8941, -0.0761], [0.4852, -0.4357, 1.9126], [0.0147, -0.2522, 0.5447], [-0.6056, -1.1382, -2.0001], [-0.3737, 1.4811, -1.6618], [-0.8023, 0.3421, -3.5662], [0.8091, 1.6543, 0.3081], [-0.4783, -0.3952, 2.4181], [1.3865, 0.2277, 2.2014], [0.8516, -1.4716, 2.1488], [-0.8084, -0.9010, 0.2066]],
  "lowdin_charge": [-0.67, -0.42, -0.12, -0.25, -0.04, 0.97, 0.10, 0.03, 0.08, 0.11, 0.09, 0.11]
}

Short version: A is the most stable of them.

## A
{
  "formula": "C4H6OS",
  "method": "the ωB97M-V functional and the def2-TZVPD basis",
  "orbital_gap_ev": 9.3,
  "e_homo_ev": -8.9577,
  "lumo_energy_ev": 0.31,
  "smiles": "C=C(C)OC=S",
  "species": ["C", "C", "C", "C", "H", "H", "H", "H", "H", "H", "O", "S"],
  "xyz": [[1.6383, -0.4664, -0.0142], [0.1481, -0.3314, -0.0164], [-0.7271, -1.0605, 0.6573], [-1.2526, 1.4990, -0.5522], [1.9559, -1.2974, 0.6307], [2.0361, -0.6316, -1.0330], [2.1120, 0.4602, 0.3610], [-1.7884, -0.9266, 0.5343], [-0.3796, -1.8476, 1.3539], [-1.5480, 1.3803, 0.5132], [-0.2480, 0.6858, -0.8801], [-1.9465, 2.5362, -1.5546]],
  "lowdin_charge": [-0.03, -0.40, 0.07, -0.76, 0.09, 0.10, 0.09, 0.07, 0.08, 0.09, -0.09, 0.71]
}

## B
{
  "formula": "C4H6OS",
  "method": "the ωB97M-V functional and the def2-TZVPD basis",
  "orbital_gap_ev": 9.5,
  "e_homo_ev": -9.1191,
  "lumo_energy_ev": 0.41,
  "smiles": "C1OC[C@H]2S[C@H]12",
  "species": ["C", "C", "C", "C", "H", "H", "H", "H", "H", "H", "O", "S"],
  "xyz": [[1.2075, -0.3434, 0.3860], [-0.5973, 1.0959, -0.1579], [-0.9711, -0.1625, 0.0339], [0.1610, -1.0690, -0.4536], [1.1245, -0.5021, 1.4364], [2.0703, -0.4428, 0.0695], [-1.2028, 1.7874, 0.4568], [-0.3433, 1.5575, -1.0937], [-1.1799, -0.3739, 1.0664], [0.4684, -0.9033, -1.4042], [0.7797, 1.1354, 0.2851], [-1.5169, -1.7792, -0.6247]],
  "lowdin_charge": [-0.08, -0.27, -0.58, -0.44, 0.12, 0.03, 0.14, 0.13, 0.10, 0.05, -0.12, 0.91]
}

Short version: A is the most stable of them.